Record 1
Molecular formula: C34H42InN2O2
Method: DFT, ωB97M-V/def2-TZVPD

XYZ file:
```
81
Properties=species:S:1:pos:R:3:forces:R:3
In 1.971982 -5.856631 18.311686 0.060 0.443 0.514
C -0.156521 -2.884346 19.047974 -0.714 0.098 -0.821
O 0.547096 -3.434045 17.910843 0.436 -0.401 0.275
C -0.194771 -3.850912 16.810903 0.138 -0.566 0.157
C -0.470666 -2.959918 15.809569 -0.638 -0.067 -0.169
C -1.356881 -3.299267 14.785414 -0.188 0.533 -0.410
C -1.818122 -4.619717 14.643073 0.672 -0.259 0.829
C -1.340695 -5.591549 15.549491 -0.022 1.082 -0.258
C -0.545730 -5.200265 16.663797 -1.307 0.459 -1.788
N -0.182712 -6.070756 17.653115 0.693 -1.412 0.190
N -0.473406 -7.318437 17.410575 -0.602 1.812 0.457
C -0.371712 -8.163404 18.422131 0.681 -1.091 0.603
C 0.197466 -7.859278 19.713833 -0.452 0.673 -0.469
O 0.782106 -6.722629 20.032341 -0.513 -1.902 -0.457
C -0.001337 -8.902868 20.660078 0.416 -0.562 1.966
C -0.604498 -10.120909 20.451175 -0.110 0.516 -0.837
C -1.150524 -10.441185 19.161441 -0.282 -0.406 -0.519
C -1.877707 -11.641010 18.837706 0.886 1.077 0.601
C -2.417274 -11.785873 17.591776 -0.715 -1.123 -0.559
C -2.275033 -10.812707 16.600189 0.604 0.991 0.079
C -1.571780 -9.648737 16.885622 -0.229 -1.231 -0.032
C -0.993183 -9.475023 18.158204 -0.197 0.856 -0.332
H -0.482605 -1.835941 18.804310 0.176 -0.985 0.361
H 0.562740 -2.897024 19.858855 0.122 0.169 0.139
H -1.013949 -3.528151 19.341331 0.417 0.454 -0.308
H 0.017631 -2.009236 15.894034 -0.259 0.610 -0.116
H -1.696070 -2.460060 14.145214 0.269 -0.932 0.142
H -2.514935 -4.929168 13.856381 0.370 0.316 0.282
H -1.600172 -6.640399 15.413306 0.005 0.385 0.182
H 0.373441 -8.682642 21.670791 -0.142 -0.126 -0.436
H -0.729988 -10.871411 21.231268 0.220 0.395 0.083
H -1.942875 -12.394062 19.609186 -0.228 -0.174 -0.053
H -2.989543 -12.677868 17.274981 0.459 0.407 0.657
H -2.705620 -11.001629 15.617091 0.113 0.216 0.237
H -1.404531 -8.863132 16.171438 -0.218 -0.138 -0.273
C 4.226111 -3.932467 20.262949 0.958 -0.358 -1.783
C 4.018342 -2.522865 20.276224 -0.115 -0.076 -0.865
C 3.325127 -2.264846 21.474274 -1.450 0.903 1.395
C 3.255489 -3.497177 22.200815 -0.311 0.861 0.901
C 3.827737 -4.532137 21.454785 0.774 -0.584 0.493
C 4.196381 -5.887123 21.974694 0.246 -0.575 -0.202
C 5.144031 -5.765609 23.210310 0.079 0.268 -0.877
C 4.976426 -6.662411 20.891722 0.729 -0.250 0.444
C 2.906315 -6.644775 22.380441 0.899 -0.877 0.115
C 2.610494 -1.018508 22.035255 0.277 -0.446 -0.163
C 3.572365 -0.264492 22.985719 0.062 0.321 -0.013
C 1.405786 -1.500273 22.871607 -0.380 -0.318 -1.370
C 2.027089 -0.111839 20.936119 0.620 0.808 0.260
C 4.548747 -1.590461 19.205782 -0.146 0.408 0.117
C 3.491897 -1.158000 18.158647 -0.300 -0.019 -0.047
C 5.260323 -0.400743 19.872649 0.708 -0.230 0.032
C 5.603263 -2.334494 18.402196 0.935 -0.690 -0.441
H 4.742137 -4.436262 19.439122 -0.283 0.126 0.553
H 2.909806 -3.575377 23.227789 -0.039 -0.083 -0.318
H 6.102962 -5.327530 22.926312 -0.058 0.121 -0.065
H 5.369049 -6.744305 23.616022 -0.186 -0.286 -0.039
H 4.721505 -5.167652 23.989677 -0.352 0.392 0.562
H 5.903246 -6.129346 20.585255 -0.637 -0.103 0.107
H 4.381176 -6.894530 20.008479 -0.021 0.033 0.022
H 5.356289 -7.605073 21.323425 -0.396 0.239 -0.196
H 2.251027 -6.074007 23.021761 -0.145 0.295 0.199
H 3.202347 -7.563347 22.933312 -0.153 0.540 -0.297
H 2.356711 -6.951288 21.499107 -0.193 0.080 -0.061
H 3.269866 -0.483530 23.997903 0.012 0.059 0.435
H 3.501499 0.822660 22.851474 0.063 -0.265 -0.046
H 4.619001 -0.563507 22.918353 -0.028 0.082 -0.275
H 1.643323 -1.961017 23.800383 0.444 -0.514 0.674
H 0.766194 -2.184031 22.281859 0.221 0.222 0.272
H 0.806398 -0.651872 23.113113 -0.469 0.714 0.185
H 2.779043 0.460239 20.368065 -0.292 -0.616 0.152
H 1.415461 0.686095 21.380990 -0.031 -0.440 0.125
H 1.410334 -0.699384 20.275908 -0.236 -0.041 -0.396
H 2.850700 -0.299454 18.375676 0.096 -0.345 0.483
H 2.876659 -2.025817 17.905751 -0.127 0.154 -0.101
H 4.021079 -0.857285 17.259803 0.206 -0.111 -0.176
H 4.653762 0.317632 20.396190 -0.435 0.044 0.073
H 5.814082 0.146589 19.105205 -0.017 -0.047 0.095
H 5.983138 -0.782059 20.609157 0.001 0.128 -0.255
H 5.186174 -3.107208 17.735556 -0.070 0.308 0.201
H 6.323980 -2.854967 19.054238 -0.066 0.304 -0.164
H 6.172437 -1.638147 17.761270 -0.314 -0.254 0.333
```
Positions in Å, forces in eV/Å.

lowest unoccupied orbital energy (spin up / spin down)	-6.0 / -5.8	eV
electronic energy	-48178.3141	eV
highest occupied orbital energy (spin up / spin down)	-9.5567 / -9.6012	eV
frontier orbital gap (spin up / spin down)	3.5 / 3.8	eV
net charge	+1

---

Record 2
Molecular formula: C25H40BeBr2F9INO7PS2
Method: DFT, ωB97M-V/def2-TZVPD

XYZ file:
```
89
Properties=species:S:1:pos:R:3:forces:R:3
C -2.555507 2.200494 0.545271 0.062 0.141 -0.235
C -1.398371 1.826484 -0.436744 -0.836 0.433 -0.025
Br -1.491178 3.207931 -1.879656 0.170 -0.182 0.312
C -1.562005 0.439099 -1.159564 0.534 -0.147 -0.093
Br -3.404942 -0.290291 -0.994342 0.519 0.616 -0.320
C -0.555580 -0.687972 -0.638407 -1.955 0.551 0.757
C -0.502414 -0.546262 0.916444 1.408 -1.138 0.123
C 0.034189 -1.833746 1.655487 0.143 1.430 0.646
C -0.003658 -1.483671 3.210189 -0.473 -1.292 -0.574
C 1.337325 -1.781107 3.948626 0.032 0.108 0.258
C 2.325636 -0.571666 3.962647 -1.616 -1.223 -1.311
F 2.116991 0.062253 2.734682 0.254 0.138 0.691
F 3.614740 -0.958677 3.936362 -0.387 0.382 0.617
C 2.006359 0.518575 5.037519 0.723 1.414 -0.887
F 0.698976 0.755473 5.177615 0.287 -0.678 -0.338
F 2.522789 1.692174 4.571388 0.165 -0.645 0.275
S 2.745595 0.250613 6.749706 -0.087 0.751 2.587
F 4.237115 0.498683 6.241984 -0.891 -0.599 -0.307
F 2.632207 1.876467 7.007501 0.017 -0.840 -0.056
F 1.259161 0.135101 7.374619 1.002 -0.382 -0.350
F 2.830082 -1.332686 6.582937 0.054 0.850 -0.358
F 3.324179 0.093220 8.225690 -0.323 0.160 -0.894
O -1.223874 -1.939098 -0.895520 0.234 -0.888 -0.537
C -0.402082 -2.946102 -1.313657 1.014 5.687 1.556
O -0.651606 -4.040843 -1.477432 -0.645 -3.451 -0.609
O 0.857706 -2.335414 -1.479821 0.564 -0.328 -0.298
C 0.772893 -0.918156 -1.427292 0.057 -0.636 0.048
I 2.577791 -0.017998 -0.611569 -0.577 -0.383 -0.199
P 0.832832 -0.458028 -3.243832 -0.089 0.433 -2.035
C 1.142657 1.344910 -3.534595 -0.231 0.175 -0.350
C -0.729086 -1.037311 -4.148529 -0.577 0.999 0.476
H -3.445202 2.418962 -0.078436 0.417 -0.226 0.555
H -2.338062 3.113305 1.131025 0.175 -0.462 -0.434
H -2.808763 1.390721 1.254140 0.236 0.341 -0.408
H -0.399727 1.974482 0.017108 -0.565 -0.323 -0.342
H -1.435497 0.622638 -2.246634 -0.126 -0.274 0.673
H -1.513185 -0.366651 1.327055 0.350 0.019 -0.641
H 0.152313 0.300131 1.204470 -0.406 -0.405 -0.192
H -0.604631 -2.703388 1.414976 0.430 0.401 0.229
H 1.095261 -2.040100 1.410447 -0.644 0.010 -0.244
H -0.390969 -0.457805 3.342248 0.430 -0.474 0.143
H -0.763305 -2.169119 3.647720 0.462 0.588 -0.073
H 1.103426 -2.136416 4.970100 0.352 0.358 -0.410
H 1.868907 -2.617924 3.443794 -0.265 0.579 0.311
H 2.183503 1.462775 -3.899905 -0.539 -0.055 0.504
H 0.944463 1.981497 -2.645702 0.191 -0.518 -0.489
H 0.478711 1.715704 -4.351730 0.264 -0.405 0.533
H -1.378866 -0.156390 -4.361977 0.318 -0.587 0.164
H -0.444895 -1.458952 -5.145575 -0.449 -0.101 0.486
H -1.329049 -1.769999 -3.571236 0.399 0.220 -0.449
Be 1.437202 -1.407791 -5.634606 0.376 0.277 1.617
C -2.555399 7.234327 -5.802216 0.120 0.243 0.113
C -1.691352 6.215475 -6.525167 -0.076 -0.194 -0.234
C -1.072470 5.451818 -5.366631 0.132 0.124 0.216
O -2.022983 5.482642 -4.295320 0.112 -0.035 -0.147
C -3.051862 6.435030 -4.610404 -0.282 -0.112 0.036
H -3.364568 7.635082 -6.411112 0.014 -0.037 0.029
H -1.937976 8.069691 -5.461789 -0.053 -0.004 -0.017
H -2.322432 5.548434 -7.118829 0.044 0.017 -0.004
H -0.948365 6.659214 -7.187149 -0.008 -0.012 0.042
H -0.154017 5.935690 -5.016682 0.055 -0.029 -0.087
H -0.843368 4.413517 -5.622558 -0.044 -0.033 0.069
H -3.961877 5.878656 -4.856502 -0.032 0.071 0.003
H -3.251628 7.059234 -3.738882 0.066 -0.097 0.045
N 2.477222 4.886873 6.701889 -0.005 0.079 0.007
C 3.065736 5.656970 5.744858 -0.015 -0.338 0.021
C 2.682063 6.982683 5.957290 -0.169 0.268 0.163
C 1.848475 6.997389 7.073507 0.111 0.273 -0.216
C 1.736347 5.680678 7.523860 0.033 -0.345 -0.020
H 2.575535 3.886784 6.788717 0.020 0.057 0.013
H 3.702251 5.215347 4.995141 -0.001 0.067 0.017
H 2.983312 7.828852 5.361869 0.017 -0.055 0.016
H 1.373726 7.857203 7.516968 0.014 -0.060 0.015
H 1.191828 5.260264 8.354272 0.007 0.070 -0.010
O -2.218226 -10.165805 -3.358768 -0.154 0.292 0.134
S -1.288723 -9.782562 -2.341618 0.566 -0.315 -0.026
O -1.726926 -9.196693 -1.111681 -0.217 0.044 -0.160
O -0.174484 -8.828758 -2.999389 0.070 -0.268 0.124
C -0.617604 -7.647553 -3.676415 -0.366 0.565 -0.223
C -1.090253 -6.577353 -2.709718 -0.180 -0.310 0.101
C -0.234410 -11.145620 -1.971499 0.158 0.018 -0.058
H -1.394368 -7.898736 -4.403374 0.005 -0.149 0.101
H 0.239294 -7.274324 -4.239667 0.122 -0.307 0.092
H -1.983997 -6.898962 -2.174407 0.020 0.029 -0.042
H -1.335244 -5.657073 -3.241906 0.088 -0.068 -0.089
H -0.325533 -6.367284 -1.965083 0.030 -0.012 -0.093
H 0.134024 -11.574527 -2.900383 -0.034 0.046 0.012
H -0.828494 -11.877840 -1.427631 -0.083 0.087 -0.031
H 0.586190 -10.796892 -1.348583 -0.045 0.019 -0.013
```
Positions in Å, forces in eV/Å.

lowest unoccupied orbital energy	-11.0	eV
electronic energy	-246375.2093	eV
highest occupied orbital energy	-12.0512	eV
frontier orbital gap	1.1	eV
net charge	+2